(1)
Formula: C33H24AsN2O11Zn
Source: the Open Molecules 2025 dataset
Level of theory: ωB97M-V with the def2-TZVPD basis set

Positions of all 72 atoms, in Å:
Zn 1.0135 0.0722 1.4784
O 4.3377 -1.2451 2.6176
C 3.2402 -0.7307 2.6729
O 2.1876 -1.1681 2.0891
C 3.0735 0.5339 3.5684
C 1.6765 0.6311 4.1942
C 1.6942 1.6656 5.3338
C 1.7499 2.9834 4.5382
C 1.7535 2.4535 3.0926
O 0.9213 1.3016 3.1869
C 3.1317 1.8591 2.7688
C 3.2941 1.6571 1.2337
O 4.3189 2.0393 0.7054
O 2.2940 1.1387 0.6360
H 3.8654 0.4864 4.3182
H 1.2074 -0.3226 4.4329
H 0.7801 1.5990 5.9242
H 2.5481 1.5322 5.9950
H 0.8664 3.5954 4.7216
H 2.6342 3.5785 4.7580
H 1.3604 3.1405 2.3430
H 3.9499 2.5008 3.0991
C 2.5913 -3.6871 -5.2037
C 3.5787 -2.8719 -4.6734
C 3.3559 -2.2064 -3.4811
C 2.1460 -2.3290 -2.8006
C 1.1728 -3.1633 -3.3383
C 1.3911 -3.8336 -4.5305
As 1.9313 -1.2261 -1.1163
C 1.5189 0.3799 -2.1359
C 2.4149 1.3576 -2.5234
C 1.9502 2.5113 -3.1330
C 0.5913 2.6963 -3.3330
C -0.3126 1.7211 -2.9537
C 0.1461 0.5509 -2.3635
C -0.6879 -0.5295 -1.8575
C -2.0605 -0.6472 -2.0346
C -2.7463 -1.6821 -1.4215
C -2.0710 -2.5957 -0.6306
C -0.6927 -2.5133 -0.4868
C 0.0041 -1.4936 -1.1052
H 2.7565 -4.2023 -6.1396
H 4.5191 -2.7566 -5.1969
H 4.1251 -1.5662 -3.0594
H 0.2244 -3.2897 -2.8323
H 0.6172 -4.4694 -4.9421
H 3.4681 1.2366 -2.3061
H 2.6454 3.2856 -3.4255
H 0.2289 3.6155 -3.7719
H -1.3711 1.8942 -3.0874
H -2.5902 0.0558 -2.6633
H -3.8168 -1.7692 -1.5555
H -2.6247 -3.3765 -0.1302
H -0.1640 -3.2403 0.1181
O -0.9092 -0.7972 2.2924
C -1.3341 -0.0163 1.4406
O -0.5827 0.6494 0.6816
C -2.8036 0.1689 1.1971
C -3.1655 0.9882 0.1333
C -4.5012 1.0846 -0.2309
C -5.4749 0.3799 0.4615
C -5.0983 -0.3876 1.5551
C -3.7621 -0.5063 1.9350
N -6.1263 -1.0867 2.2846
O -5.8016 -1.7103 3.2729
O -7.2639 -1.0091 1.8639
N -4.8801 1.8816 -1.3743
O -6.0224 1.7765 -1.7733
O -4.0426 2.6057 -1.8673
H -2.3918 1.5246 -0.3956
H -6.5119 0.4230 0.1624
H -3.4655 -1.1265 2.7684

Output
- Charge: -1
- Frontier orbital gap: 6.89 eV
- Total energy: -6224.225829 a.u.
- HOMO: -6.014 eV
- Molecular weight: 764.87 g/mol

---

(2)
Formula: C2H5NO2Si
Source: the Open Molecules 2025 dataset
Level of theory: ωB97M-V with the def2-TZVPD basis set

Positions of all 11 atoms, in Å:
C 1.3158 -0.4748 0.0902
C 0.1735 -1.3621 0.2773
O 0.2313 -2.8809 -0.2211
N -0.9569 -0.7645 0.4833
O -2.2254 -1.3308 0.2843
Si -2.2061 0.1640 -0.2582
H 1.7495 -0.2129 1.0414
H 0.9775 0.3822 -0.5707
H 2.0741 -0.9067 -0.4982
H -2.9429 0.7634 0.8347
H -1.8306 0.6703 -1.5592

Output
- Frontier orbital gap: 7.86 eV
- Total energy: -573.744646 a.u.
- HOMO: -8.648 eV
- Structure (SMILES): CC(=O)N1O[SiH2]1
- Molecular weight: 103.15 g/mol

---

(3)
Formula: HNO2S
Source: the Open Molecules 2025 dataset
Level of theory: ωB97M-V with the def2-TZVPD basis set

Positions of all 5 atoms, in Å:
N 2.9508 -0.7462 0.0093
S 1.7396 0.1139 0.0017
O 1.3539 1.5762 -0.0003
O 0.3014 -0.6597 -0.0143
H -0.3546 -0.1994 0.4375

Output
- Frontier orbital gap: 10.34 eV
- Total energy: -603.901803 a.u.
- HOMO: -11.238 eV
- Structure (SMILES): N#S(=O)O
- Molecular weight: 79.08 g/mol

---

(4)
Formula: C29H85N4O17S2
Source: the Open Molecules 2025 dataset
Level of theory: ωB97M-V with the def2-TZVPD basis set

Positions of all 137 atoms, in Å:
C -2.2496 4.8400 -6.7387
C -2.4296 5.4191 -5.3412
N -1.7494 4.7070 -4.2268
C -2.6083 4.5514 -3.0467
C -3.9548 3.8141 -3.2657
C -1.0395 3.5462 -4.5733
S 0.5780 3.6197 -4.7425
S -1.8624 1.9897 -4.8460
C -0.6294 0.7011 -4.5904
C -0.7122 0.1730 -3.1447
C 0.0171 -1.1866 -2.9944
C 1.4522 -1.2753 -2.4223
C 2.4712 -0.3419 -3.1097
C 3.5432 -0.8483 -3.8257
C 4.3833 0.0641 -4.4442
C 4.0989 1.3926 -4.2949
N 3.1085 1.9214 -3.5842
C 2.3114 1.0231 -3.0062
C 1.8455 -2.7434 -2.7705
C 0.9622 -3.8287 -2.1288
C 0.4454 -3.5607 -0.6871
C 1.0641 -4.5297 0.3464
C 0.1580 -4.6750 1.5970
C 0.6481 -3.8693 2.8144
C 0.0688 -4.3702 4.1559
C -1.1580 -3.5192 4.5394
C -0.7556 -2.1311 5.0373
C -1.8574 -1.0615 4.8078
C -2.3937 -0.5022 6.1351
C -1.3231 0.2754 6.9026
O -1.4739 1.6754 6.7149
C -0.3563 2.3202 6.1131
C 0.5404 -2.0964 -0.2262
N 1.5905 -1.3016 -0.9187
C 1.8004 -0.0178 -0.1834
N 0.6836 0.9025 -0.1986
H -2.7336 3.8736 -6.8712
H -2.7390 5.5306 -7.4181
H -1.2028 4.8287 -7.0306
H -3.4953 5.5753 -5.1628
H -1.9799 6.4145 -5.3876
H -2.8101 5.5514 -2.6650
H -2.0427 4.0110 -2.2881
H -4.7646 4.5390 -3.1935
H -4.0484 3.3577 -4.2454
H -4.1385 3.0900 -2.4747
H -0.9230 -0.1213 -5.2461
H 0.3783 0.9885 -4.8819
H -0.4713 0.9428 -2.4169
H -1.7792 -0.0257 -3.0140
H -0.6794 -1.8655 -2.5117
H 0.1101 -1.5880 -4.0021
H 3.7934 -1.8873 -3.9528
H 5.2286 -0.2519 -5.0328
H 4.7475 2.0995 -4.8104
H 1.5006 1.4244 -2.4121
H 2.8718 -2.9474 -2.4428
H 1.8488 -2.8802 -3.8470
H 0.0983 -3.9694 -2.7800
H 1.4842 -4.7804 -2.1460
H -0.6154 -3.8080 -0.7003
H 1.0817 -5.5072 -0.1335
H 2.0635 -4.1825 0.6189
H -0.8537 -4.3498 1.3509
H 0.1217 -5.7314 1.8611
H 1.7372 -3.8214 2.8289
H 0.2678 -2.8491 2.7063
H 0.8356 -4.1655 4.9031
H -0.1896 -5.4258 4.1044
H -1.6666 -4.0395 5.3521
H -1.8041 -3.4202 3.6634
H 0.1462 -1.7507 4.5793
H -0.5905 -2.1687 6.1137
H -1.4656 -0.2067 4.2465
H -2.7007 -1.4552 4.2352
H -2.7665 -1.3445 6.7203
H -3.2200 0.1868 5.9581
H -1.4716 0.0697 7.9674
H -0.3214 -0.0884 6.6656
H 0.2990 1.6563 5.5493
H -0.7610 3.0342 5.3917
H 0.1733 2.8959 6.8694
H -0.4366 -1.6401 -0.3542
H 0.7166 -2.0871 0.8459
H 2.4521 -1.8281 -0.7445
H 2.7302 0.4321 -0.5224
H 2.0071 -0.2901 0.8527
H 0.5541 1.3231 0.7120
H -0.2046 0.4735 -0.4254
O 3.8377 -5.5387 -2.2047
H 3.7503 -6.0689 -1.4062
H 3.8832 -6.1950 -2.9090
O -0.0907 3.6617 9.4311
H -0.5850 4.4605 9.6408
H -0.6654 3.1771 8.8234
O 4.4849 0.4353 1.4845
H 4.2029 1.1633 2.0474
H 5.0996 0.8457 0.8604
O 2.5376 -5.3232 -4.8352
H 2.7942 -4.8835 -4.0162
H 1.6232 -5.0574 -4.9771
O 1.2994 1.1472 10.3925
H 1.0110 0.9775 11.2971
H 0.9535 2.0247 10.1889
O -2.1332 -3.5085 -3.9779
H -2.5339 -3.6456 -3.1129
H -2.4590 -2.6462 -4.2578
O -2.4028 7.7042 -7.9069
H -2.6882 8.3375 -7.2401
H -1.7731 8.1963 -8.4438
O 4.4765 -8.0269 -1.2260
H 5.3534 -7.9851 -1.6234
H 4.1860 -8.9312 -1.4020
O 2.4601 -8.8804 0.7702
H 2.1457 -8.1843 1.3540
H 3.0748 -8.4394 0.1724
O -6.9470 4.6766 -4.3603
H -7.4702 5.1870 -4.9960
H -7.4614 3.8760 -4.2170
O -6.3000 7.2802 -2.9099
H -5.4131 7.3172 -3.2785
H -6.6403 6.4221 -3.1947
O 5.9133 1.9643 -0.9701
H 5.9896 2.9107 -1.1302
H 6.4298 1.5611 -1.6750
O -0.0152 -0.0446 13.0028
H 0.0317 -0.2295 13.9457
H -0.9508 -0.1171 12.7898
O 2.2307 4.5647 6.4412
H 1.9330 4.4157 7.3467
H 1.8788 5.4319 6.2181
O -7.2616 5.8196 -7.1865
H -7.1646 6.4147 -7.9363
H -6.7764 5.0298 -7.4468
O 2.1521 -1.6384 5.6194
H 2.1530 -0.6755 5.6331
H 2.2566 -1.8821 6.5459

Output
- Charge: +1
- Frontier orbital gap: 7.73 eV
- Total energy: -3450.124547 a.u.
- HOMO: -9.888 eV
- Molecular weight: 826.14 g/mol